Here is C10H11MoNS as an isolated structure from the OMol25 dataset. Energies are from wB97M-V/def2-TZVPD.

Values from the calculation:
Multiplicity   3
Frontier orbital gap (spin up / spin down)   5.7 / 7.8 eV
Max |F|   0.0599 Eh/bohr
DFT total energy   -907.97167 hartree
Charge   +2
HOMO (spin up / spin down)   -16.90 / -17.07 eV

Last column: Löwdin spin population.
Atoms and positions in Å:
Mo 0.522987 0.862956 0.505963  2.462
C -0.807581 4.928609 -0.324207  0.004
H -1.079221 3.874624 -0.590051  0.002
H -0.546442 5.028465 0.732872  0.000
H -1.755835 5.451415 -0.567257  0.000
H 0.084709 5.109087 -0.898745  0.000
H 2.143579 0.796710 0.610279  -0.031
S -1.100603 -1.977118 -2.297047  -0.014
C -1.418717 -0.539128 -3.131693  -0.119
C -0.911606 0.583913 -2.493536  0.017
C -0.278500 0.203194 -1.267325  -0.144
C -0.361252 -1.168669 -0.951483  -0.168
C 0.082485 -1.805133 0.278917  0.018
C 0.430535 -3.124641 0.537292  -0.028
C 1.009372 -3.453176 1.771681  0.028
C 1.286716 -2.465597 2.716041  -0.034
C 0.909589 -1.169881 2.458511  0.023
N 0.234897 -0.904366 1.317851  -0.015
H -1.951676 -0.518884 -4.046890  -0.006
H -0.957392 1.618030 -2.815342  0.002
H 0.256414 -3.860225 -0.243694  -0.001
H 1.232850 -4.480557 1.986689  0.002
H 1.791436 -2.693942 3.657393  -0.001
H 1.183256 -0.295685 3.053780  0.001

Atoms 1-6, force components in eV/Å:
Mo -1.49 2.48 -1.06
C -0.88 -1.38 0.07
H 0.20 0.23 0.55
H -0.31 -0.07 -0.11
H 1.10 0.26 0.01
H -0.05 0.80 -0.49